{"formula": "C15H37BrFI2NO14S5", "method": "ωB97M-V/def2-TZVPD", "symbols": ["C", "C", "I", "C", "I", "N", "Br", "S", "O", "O", "F", "H", "H", "H", "H", "H", "O", "S", "O", "O", "C", "C", "C", "H", "H", "H", "H", "H", "H", "H", "H", "O", "S", "O", "O", "C", "C", "C", "H", "H", "H", "H", "H", "H", "H", "H", "O", "S", "O", "O", "C", "C", "C", "H", "H", "H", "H", "H", "H", "H", "H", "O", "S", "O", "O", "C", "C", "C", "H", "H", "H", "H", "H", "H", "H", "H"], "xyz": [[1.7434, 1.4425, 5.3690], [1.0088, 1.2876, 4.0572], [1.0502, -0.7218, 3.3223], [1.4140, 2.2535, 2.9394], [0.4659, 4.1619, 3.2626], [2.8685, 2.2288, 2.6821], [3.2983, 1.8487, 0.8991], [3.8145, 3.4527, 3.2526], [3.8440, 4.5828, 2.3932], [3.6049, 3.6453, 4.6411], [5.1853, 2.7412, 3.1127], [2.7726, 1.0979, 5.3289], [1.2378, 0.8264, 6.1113], [1.7016, 2.4652, 5.7326], [-0.0380, 1.5025, 4.2442], [0.9592, 1.8791, 2.0329], [-1.5507, -2.7603, -0.7618], [-1.7325, -1.3468, -0.5960], [-1.6496, -0.7624, 0.7054], [-3.0878, -0.9289, -1.2910], [-4.2938, -1.6315, -0.8951], [-4.7866, -1.2325, 0.4804], [-0.6487, -0.4833, -1.6789], [-4.1273, -2.7079, -0.9616], [-5.0283, -1.3698, -1.6536], [-4.0859, -1.5333, 1.2577], [-5.7424, -1.7157, 0.6824], [-4.9120, -0.1508, 0.5450], [-0.7270, -0.9131, -2.6743], [0.3575, -0.6061, -1.2825], [-0.9273, 0.5669, -1.6817], [8.3483, 7.4576, -0.4880], [8.9835, 6.2104, -0.1922], [8.4405, 4.9890, -0.6999], [9.1748, 6.0947, 1.3801], [8.0045, 6.2368, 2.2184], [7.0929, 5.0285, 2.1772], [10.6897, 6.2963, -0.6149], [7.4718, 7.1490, 1.9455], [8.3954, 6.3770, 3.2241], [6.6504, 4.8961, 1.1915], [6.2880, 5.1511, 2.8950], [7.6509, 4.1215, 2.4120], [11.1090, 7.2128, -0.2100], [10.7456, 6.2970, -1.7010], [11.1927, 5.4209, -0.2133], [-4.7003, -2.6788, -4.8960], [-3.7476, -1.8664, -5.5869], [-2.7963, -1.0878, -4.8535], [-4.5198, -0.9257, -6.6086], [-5.5670, -0.0809, -6.0830], [-5.0357, 1.0976, -5.2916], [-2.8915, -2.8390, -6.7766], [-6.2557, -0.6843, -5.4896], [-6.1105, 0.2697, -6.9578], [-4.5272, 0.7729, -4.3849], [-5.8589, 1.7518, -5.0041], [-4.3199, 1.6663, -5.8848], [-3.6135, -3.4131, -7.3499], [-2.2289, -3.5007, -6.2234], [-2.3141, -2.1784, -7.4177], [-3.3504, -4.1644, 1.9981], [-3.3440, -5.3070, 1.1348], [-4.3310, -5.4206, 0.1029], [-3.3804, -6.6196, 2.0400], [-4.4435, -6.7405, 3.0057], [-5.7844, -7.0616, 2.3754], [-1.7510, -5.5352, 0.4392], [-4.4920, -5.8317, 3.6082], [-4.1364, -7.5520, 3.6627], [-6.1363, -6.2436, 1.7493], [-6.5273, -7.2388, 3.1537], [-5.7093, -7.9486, 1.7464], [-1.0045, -5.4676, 1.2257], [-1.6315, -4.7255, -0.2805], [-1.7177, -6.5041, -0.0530]], "forces_ev_per_a": [[-0.2, -0.6, 0.4], [-0.1, 0.8, 0.2], [0.1, 0.0, 0.0], [0.1, -0.8, 0.1], [0.1, 0.1, -0.1], [-0.1, 0.1, -0.1], [0.0, 0.0, -0.1], [0.1, 1.2, 0.4], [0.1, -0.4, -0.1], [-0.2, -0.4, -0.1], [0.0, -0.2, -0.1], [0.1, 0.2, -0.1], [0.0, -0.1, 0.0], [0.1, 0.2, -0.1], [-0.2, -0.3, -0.1], [-0.1, 0.3, -0.2], [0.1, 0.1, 0.1], [-0.2, 0.4, -0.4], [0.1, -0.1, 0.1], [0.0, 0.1, 0.1], [-0.5, -0.3, 0.2], [0.3, 0.1, 0.1], [0.1, 0.0, -0.1], [0.1, 0.0, 0.0], [0.2, 0.1, -0.1], [0.0, -0.1, 0.0], [0.0, 0.0, -0.1], [-0.1, 0.0, 0.0], [-0.1, 0.0, 0.0], [0.0, 0.0, 0.0], [0.0, 0.0, 0.0], [-0.2, 0.0, -0.1], [0.3, 0.0, 0.2], [-0.1, 0.0, -0.1], [0.1, -0.1, 0.0], [-0.5, 0.1, 0.3], [0.2, -0.1, -0.3], [0.1, 0.0, 0.0], [0.1, 0.0, -0.1], [0.2, 0.0, -0.1], [-0.1, 0.0, 0.0], [0.0, 0.1, 0.1], [0.0, 0.0, 0.1], [0.0, 0.0, 0.0], [0.0, 0.0, 0.0], [0.0, 0.0, 0.0], [0.0, 0.1, 0.2], [0.1, 0.0, -0.4], [0.0, -0.1, 0.2], [0.1, 0.0, 0.0], [-0.4, 0.3, 0.2], [0.2, -0.1, 0.1], [0.0, 0.0, -0.1], [0.1, -0.1, 0.0], [0.1, -0.1, -0.1], [0.0, 0.0, 0.0], [0.0, 0.0, -0.1], [0.0, 0.0, 0.0], [0.0, 0.0, 0.0], [0.0, 0.0, 0.0], [0.0, 0.0, 0.0], [-0.2, 0.1, 0.0], [0.3, -0.3, 0.1], [-0.1, 0.2, 0.0], [0.1, 0.0, -0.1], [-0.4, 0.0, 0.3], [0.0, 0.1, -0.2], [0.0, -0.1, -0.1], [0.1, 0.1, -0.1], [0.2, 0.0, -0.1], [0.0, 0.0, 0.0], [0.1, 0.0, 0.1], [0.0, 0.0, 0.0], [0.0, 0.0, 0.0], [0.0, -0.1, 0.1], [-0.1, 0.0, 0.0]], "orbital_gap_ev": 8.78, "homo_energy_ev": -9.4}